[1]
ORCA calculation (the ωB97M-V functional and the def2-TZVPD basis) on C5H15N2O as an isolated structure in a non-equilibrium geometry.

Each line ends with the Löwdin spin population.
Element x y z (Å)
O -3.18568 -0.16660 1.29907  0.0000
N 2.29018 0.81984 0.33815  0.4335
N -0.80960 0.91790 0.90975  0.0027
C 0.82563 -0.54187 -1.36200  0.3561
C 3.08639 -0.26822 0.88020  0.0334
C -1.29867 -0.13641 -0.03279  0.0001
C -0.59384 -0.01878 -1.41069  0.0468
C -2.80574 -0.00883 -0.09411  0.0000
H 3.42754 -1.04286 0.18199  0.0095
H 3.96306 0.12372 1.38251  0.0114
H 2.95153 1.48986 -0.05460  0.0099
H 1.37243 -0.38424 -2.28648  0.0111
H 0.86278 -1.49111 -0.85234  0.0165
H -3.11378 0.99216 -0.35518  0.0000
H -1.28334 -0.32291 -2.19963  0.0155
H 1.64120 0.26210 -0.66178  0.0462
H -3.33748 -0.73264 -0.73026  0.0002
H -1.22132 0.81732 1.82858  0.0001
H 0.19318 0.85268 1.05870  -0.0008
H -0.90091 -1.09550 0.36405  -0.0004
H -0.56275 1.10132 -1.39951  0.0073
H -4.10204 -0.30021 1.53685  0.0000
H 2.60123 -0.86671 1.65949  0.0008

Atoms 1-3, force components in eV/Å:
0.54 -0.32 0.29
-0.07 -0.45 0.04
0.00 0.00 -0.65

Total charge: 0
<S²>: 0.76
HOMO level (spin up / spin down) in eV: -8.372 / -8.699
Multiplicity: 2
HOMO-LUMO gap (spin up / spin down) in eV: 9.38 / 8.00

***

[2]
ORCA calculation (the ωB97M-V functional and the def2-TZVPD basis) on C5H15N2O as an isolated structure in a non-equilibrium geometry.

Each line ends with the natural charge from an NBO analysis.
Element x y z (Å)
O 1.36581 1.88874 0.34582  -0.9495
N 2.86578 -0.56756 0.15005  -0.7260
N -0.48929 1.15096 -0.97257  -0.3176
C -1.35001 0.50669 -0.18382  -0.0808
C -0.79257 -0.94800 0.46154  -0.2413
C 1.58726 -1.03579 -0.15542  -0.1920
C 0.56340 -0.82208 0.96671  -0.5021
C -2.76055 0.23668 -0.79257  -0.5898
H 2.88826 0.39819 0.38181  0.4046
H 0.64017 1.59635 -0.40762  0.4434
H 1.26277 -0.35562 -0.98569  0.1988
H 1.64369 -2.09591 -0.46027  0.2301
H -1.46115 1.05003 0.77051  0.2380
H -3.10660 1.19206 -1.15607  0.2455
H -1.01670 -1.65953 -0.33269  0.2377
H -3.38750 -0.11472 -0.02152  0.2442
H 0.86430 -1.40388 1.81634  0.2960
H -2.72355 -0.48292 -1.64536  0.2336
H -0.39243 0.81259 -1.92735  0.3832
H 0.67617 0.21764 1.36027  0.2961
H -1.45818 -1.11982 1.28848  0.2626
H 1.02463 2.64528 0.84650  0.4887
H 3.55630 -1.08939 0.65292  0.3964

Atoms 1-3, force components in eV/Å:
-0.03 -0.30 -0.40
0.61 0.24 -0.05
0.16 -1.60 -0.77

Total charge: +1
HOMO level in eV: -12.903
HOMO-LUMO gap in eV: 4.62

***

[3]
ORCA calculation (the ωB97M-V functional and the def2-TZVPD basis) on a 2-piece molecular cluster, C5H15N2O overall in a non-equilibrium geometry.

Each line ends with the natural charge from an NBO analysis.
Element x y z (Å)
O -2.37798 0.98213 -2.26464  -0.9595
N -0.59179 1.54692 -0.06134  -0.6958
N 0.49732 1.36718 2.29288  -0.8794
C 1.03817 0.34798 1.42062  -0.2608
C 1.31244 -2.68283 -0.51010  -0.3369
C 0.19513 -2.12151 -0.05772  -0.2150
C 0.44277 0.43807 0.00564  -0.0264
C -0.26169 -0.79287 -0.59710  -0.4505
H -0.26641 -0.61435 -1.66147  0.2166
H 1.16063 0.75115 -0.72576  0.2071
H 1.15199 2.10165 2.54149  0.3834
H 2.10381 0.29445 1.40478  0.2223
H 1.69395 -3.57590 -0.04421  0.2180
H -1.28590 -0.66642 -0.22813  0.2063
H -1.16999 1.45113 -0.91814  0.4653
H -1.20646 1.45929 0.74982  0.4504
H 1.82186 -2.30520 -1.35594  0.1951
H -0.18915 2.48093 -0.09598  0.4356
H 0.19099 1.02415 3.19331  0.3906
H -2.66648 1.51243 -3.02248  0.5033
H -0.33076 -2.53038 0.79516  0.2193
H -2.05245 0.16926 -2.66508  0.4887
H 0.79001 -0.63726 1.80438  0.2223

Atoms 1-3, force components in eV/Å:
0.22 0.19 -0.23
-0.24 -0.23 -0.46
-0.02 0.69 0.70

Total charge: +1
HOMO level in eV: -13.339
HOMO-LUMO gap in eV: 10.40

***

What energy relative to the best compared isomer or geometry (same formula, charge and spin) values result from the calculations? In sequence: 41.5; 149.4; 33.7 kcal/mol.